(1)
Formula: C52H54BrN8O2Tl
Source: the Open Molecules 2025 dataset
Level of theory: the ωB97M-V functional and the def2-TZVPD basis

Calculated values
* energy above the lowest of the compared OMol25 structures with the same formula, charge and spin: 0.0000 eV

```
118
Properties=species:S:1:pos:R:3:forces:R:3
Tl -0.6063 0.9805 0.0817 0.0 0.9 0.3
C -1.6740 -3.1013 3.3610 0.0 0.0 0.1
C -1.9227 -1.8547 2.5054 -0.1 0.1 0.1
C -3.2457 -2.0130 1.7544 0.0 0.0 0.0
C -1.8892 -0.6051 3.3763 0.0 -0.1 0.0
C -2.8217 -0.5029 4.4043 0.0 0.0 0.0
C -2.7758 0.5414 5.3095 0.1 0.0 0.0
C -1.7910 1.5067 5.1785 -0.1 0.0 0.1
C -0.8602 1.4648 4.1464 0.0 0.1 0.1
C 0.1680 2.5759 4.0536 0.0 0.0 0.0
C -0.4957 3.9557 4.0888 0.0 0.0 0.0
C 1.2125 2.4556 5.1685 0.0 0.0 0.0
C -0.9136 0.3987 3.2379 0.0 -0.4 0.0
N 0.0049 0.3416 2.1500 -0.1 -0.2 -0.2
C 1.3144 0.1367 2.3849 0.1 -0.2 0.1
O 1.8335 -0.2176 3.4403 -0.1 0.2 0.0
C 2.2236 0.3545 1.1901 -0.2 0.1 0.0
C 3.6023 0.3322 1.2461 0.2 -0.1 -0.1
C 4.2980 0.4727 0.0479 -0.1 0.0 0.0
C 3.6183 0.5965 -1.1641 0.1 -0.1 0.1
C 2.2383 0.6415 -1.1180 -0.1 0.0 -0.1
N 1.6154 0.5622 0.0408 0.1 0.0 0.1
C 1.3326 0.7748 -2.3336 0.1 0.0 -0.1
O 1.8539 0.8126 -3.4437 -0.1 0.0 0.0
N 0.0205 0.8196 -2.0388 -0.2 -0.2 -0.2
C -0.9469 1.1573 -3.0333 0.1 -0.1 -0.1
C -1.8236 0.1700 -3.5060 -0.2 -0.1 0.0
C -2.8001 0.5356 -4.4296 0.0 -0.1 0.0
C -2.9180 1.8370 -4.8843 0.0 0.0 0.0
C -2.0488 2.8010 -4.4045 0.0 0.0 0.0
C -1.0614 2.4855 -3.4739 0.1 0.1 -0.1
C -0.1177 3.5798 -3.0100 0.0 0.1 -0.1
C 0.9117 3.9056 -4.1018 0.0 0.0 0.0
C -0.8651 4.8475 -2.5874 0.0 0.0 0.0
C -1.7462 -1.3145 -3.1592 0.2 0.1 0.1
C -0.6584 -1.9799 -4.0062 0.0 0.0 0.0
C -1.6080 -1.6915 -1.6778 -0.1 0.1 -0.1
H -1.5789 -3.9871 2.7279 0.0 0.1 0.0
H -2.5075 -3.2653 4.0504 0.1 0.0 0.0
H -0.7637 -3.0006 3.9557 0.0 0.0 0.0
H -1.1144 -1.7874 1.7773 0.1 0.0 -0.1
H -4.0876 -2.0746 2.4489 0.0 0.0 0.0
H -3.2385 -2.9283 1.1542 0.0 0.1 0.0
H -3.4339 -1.1716 1.0913 0.0 0.1 -0.1
H -3.5813 -1.2700 4.5131 0.0 0.0 0.0
H -3.4909 0.5952 6.1215 0.0 0.0 0.0
H -1.7446 2.3162 5.8980 0.0 0.0 0.0
H 0.6792 2.4848 3.0941 0.0 0.0 0.0
H -0.9022 4.1732 5.0797 0.0 0.0 0.0
H -1.3095 4.0284 3.3636 0.0 0.0 0.0
H 0.2369 4.7328 3.8578 0.0 0.0 0.0
H 0.7333 2.5698 6.1455 0.0 0.0 0.0
H 1.9663 3.2418 5.0685 0.0 0.0 0.0
H 1.7120 1.4862 5.1380 -0.1 0.1 0.0
H 4.0916 0.1893 2.1988 0.0 0.0 0.0
H 5.3810 0.4672 0.0551 0.0 0.0 0.0
H 4.1173 0.6541 -2.1216 0.0 0.0 0.0
H -3.4736 -0.2286 -4.8056 0.0 0.0 0.0
H -3.6814 2.0973 -5.6082 0.0 0.0 0.0
H -2.1309 3.8197 -4.7660 0.0 0.0 0.0
H 0.4209 3.2131 -2.1379 0.0 0.0 0.1
H 0.4128 4.3637 -4.9623 0.0 0.0 0.1
H 1.4251 3.0056 -4.4418 0.0 0.0 0.1
H 1.6562 4.6148 -3.7268 -0.1 0.0 0.0
H -1.2752 5.3760 -3.4523 0.0 0.0 0.0
H -0.1836 5.5332 -2.0787 0.0 0.0 0.0
H -1.6905 4.6214 -1.9099 0.0 0.0 0.0
H -2.7056 -1.7252 -3.4797 0.0 -0.1 0.0
H 0.3122 -1.5058 -3.8390 0.0 0.0 0.0
H -0.8922 -1.8761 -5.0672 0.0 0.0 0.0
H -0.5814 -3.0478 -3.7817 0.0 0.0 0.0
H -0.6080 -1.4913 -1.2928 0.1 -0.1 0.0
H -1.7974 -2.7615 -1.5501 0.0 0.0 0.0
H -2.3463 -1.1586 -1.0640 0.1 -0.1 0.0
Br -3.6788 1.4360 -0.3533 0.1 -0.3 -0.1
C -3.5163 3.2066 0.3062 0.1 0.0 0.0
C -4.6795 3.8963 0.4418 -0.1 0.2 0.1
C -4.6488 5.2492 0.8513 -0.1 -0.1 -0.1
C -3.4572 5.8598 1.0799 0.1 0.0 0.0
C -2.2364 5.1519 0.9358 -0.1 0.1 0.0
C -1.0036 5.8196 1.1330 -0.1 0.1 0.0
C 0.1762 5.1592 0.9952 0.1 -0.2 -0.1
C 0.1731 3.7795 0.6789 -0.1 0.3 0.0
C -0.9972 3.0974 0.4703 -0.1 -0.1 0.0
C -2.2380 3.7753 0.5719 0.0 0.1 0.0
H -5.6231 3.4145 0.2237 0.0 0.0 0.0
H -5.5794 5.7919 0.9557 0.0 0.0 0.0
H -3.4176 6.9039 1.3685 0.0 0.0 0.0
H -1.0227 6.8713 1.3964 0.0 0.0 0.0
H 1.1177 5.6757 1.1413 0.0 0.0 0.0
H 1.1312 3.2723 0.5983 0.0 0.0 0.0
C 2.0918 -3.0513 -1.7710 -0.1 0.1 0.0
C 1.6471 -3.3379 -0.3754 -0.1 0.1 0.0
N 1.7198 -2.4856 0.6220 0.0 -0.3 0.1
C 1.2507 -3.1522 1.7381 0.1 0.3 -0.1
C 0.8822 -4.4141 1.4058 0.1 -0.1 -0.1
N 1.1366 -4.5327 0.0504 0.0 -0.2 0.0
C 0.8729 -5.7468 -0.7026 0.1 0.1 0.0
N 1.9091 -6.0388 -1.6568 -0.3 0.1 0.0
N 1.6127 -6.1134 -2.9816 0.4 -0.1 0.1
N 2.6955 -6.2764 -3.6448 -0.1 0.0 0.4
C 3.7537 -6.2877 -2.7462 0.1 0.0 -0.6
C 5.1306 -6.3980 -2.9695 0.1 0.0 0.0
C 5.9514 -6.3280 -1.8690 -0.1 0.0 0.0
C 5.4269 -6.1503 -0.5667 0.0 0.0 -0.1
C 4.0745 -6.0477 -0.3338 0.0 0.0 -0.1
C 3.2535 -6.1270 -1.4673 -0.1 0.0 0.4
H 2.0609 -1.9753 -1.9318 0.0 0.0 0.0
H 1.4624 -3.5282 -2.5190 0.0 0.0 0.0
H 3.1201 -3.3825 -1.9301 0.0 0.0 0.0
H 1.2246 -2.6713 2.7063 0.0 0.0 -0.1
H 0.4626 -5.2259 1.9789 0.1 0.0 0.0
H -0.0564 -5.6873 -1.2628 -0.1 0.0 -0.1
H 0.8013 -6.5563 0.0194 -0.1 -0.1 0.1
H 5.5226 -6.5203 -3.9714 0.0 0.0 0.1
H 7.0232 -6.4093 -1.9944 0.0 0.0 0.0
H 6.1121 -6.0817 0.2692 0.0 0.0 0.0
H 3.6744 -5.9017 0.6616 0.0 0.0 0.0
```
Forces are in eV/Å.

---

(2)
Formula: C22H19BrF32O8S
Source: the Open Molecules 2025 dataset
Level of theory: the ωB97M-V functional and the def2-TZVPD basis

```
83
Properties=species:S:1:pos:R:3:forces:R:3
O 1.6680 0.9502 2.2644 0.1 -0.2 0.3
C 1.1596 1.6640 1.4828 -0.1 0.1 -0.3
Br 2.0000 3.3200 0.9176 0.0 0.0 0.0
C -0.1408 1.4136 0.7498 0.1 0.0 0.0
O -0.9654 0.6201 1.5920 -0.1 0.1 0.2
S -2.5731 0.8091 1.4713 -0.2 -0.3 -0.3
O -2.8679 0.9105 0.0546 0.0 0.0 0.2
O -2.7790 2.3106 2.0371 0.4 -0.1 0.1
H 0.0864 0.8721 -0.1696 0.1 0.0 -0.1
H -0.6021 2.3543 0.4706 -0.1 0.1 0.0
H -2.7049 2.9186 1.2823 -0.2 0.1 0.0
C 0.4793 -3.6339 1.0459 -0.3 0.1 0.3
C 1.9667 -3.9917 0.9428 0.0 0.0 -0.1
C 2.9572 -2.8544 0.6610 0.0 0.0 0.1
F 2.7113 -2.2920 -0.5394 0.0 0.0 -0.1
F 4.2072 -3.3673 0.6393 0.0 0.0 0.0
F 2.1537 -4.9953 0.0644 0.0 0.0 0.0
F 2.3170 -4.4487 2.1853 0.0 0.0 0.0
O -0.3113 -3.8580 -0.1037 0.4 -0.3 -0.3
C -0.5026 -2.9016 -1.0582 -0.1 0.0 0.3
C -0.0609 -3.3847 -2.4454 -0.1 0.0 -0.1
F 1.2417 -3.7231 -2.4255 0.0 0.1 0.1
F -0.2228 -2.3716 -3.3277 0.0 0.0 0.0
F 0.1045 -1.7430 -0.7323 0.0 0.1 0.0
F -1.8302 -2.6607 -1.1355 0.0 0.2 0.0
H 0.0841 -4.3293 1.7848 0.0 0.0 0.0
H 0.3531 -2.6245 1.4404 0.1 0.0 -0.1
H 2.8972 -2.0915 1.4415 0.0 0.0 0.0
H -0.6654 -4.2382 -2.7523 0.0 0.0 0.0
C 8.6034 5.9767 1.2422 0.3 -0.2 0.1
C 8.0323 7.3282 1.6882 -0.1 0.0 0.0
C 6.9872 7.3255 2.8112 0.1 0.0 0.0
F 5.8838 6.6491 2.4345 0.0 0.0 0.0
F 6.6339 8.6014 3.0761 0.0 0.0 0.0
F 7.5687 8.0183 0.6309 0.0 0.0 0.0
F 9.0949 8.0149 2.2118 0.0 0.0 0.0
O 8.0304 5.3971 0.0874 -0.3 0.4 -0.1
C 6.9728 4.5412 0.1477 0.1 -0.2 0.0
C 5.7769 5.0505 -0.6739 0.1 0.0 0.0
F 5.3826 6.2596 -0.2334 0.0 0.0 0.0
F 4.7512 4.1834 -0.5174 0.0 0.0 -0.1
F 6.6116 4.2598 1.4108 0.0 0.0 0.0
F 7.3524 3.3754 -0.4318 0.0 0.0 0.1
H 9.6303 6.1968 0.9550 0.0 0.0 0.0
H 8.6336 5.2765 2.0774 -0.1 0.0 0.0
H 7.3995 6.8746 3.7175 0.0 0.0 0.0
H 6.0475 5.1144 -1.7289 0.0 0.0 0.0
C 1.0192 -8.3010 -4.0325 0.4 -0.1 0.1
C -0.0654 -7.3041 -3.6107 -0.1 0.0 0.0
C -1.1537 -7.7842 -2.6430 0.0 0.0 0.0
F -1.8879 -8.7707 -3.1897 0.0 0.0 0.0
F -1.9738 -6.7396 -2.3777 0.0 0.0 0.0
F -0.6319 -6.7312 -4.6895 0.0 0.0 0.0
F 0.5882 -6.3240 -2.9119 0.1 -0.1 0.0
O 0.8378 -8.9385 -5.2802 -0.4 0.3 -0.1
C 0.1764 -10.1231 -5.4055 0.2 -0.1 0.0
C -1.0216 -10.0105 -6.3635 0.1 0.0 0.0
F -1.8842 -9.0741 -5.9264 0.0 0.0 0.0
F -1.6598 -11.2003 -6.3975 0.0 0.0 0.0
F -0.1950 -10.6302 -4.2175 0.0 0.0 0.0
F 1.0275 -11.0119 -5.9744 0.0 -0.1 0.1
H 1.9126 -7.6922 -4.1624 0.0 0.0 0.0
H 1.2168 -9.0156 -3.2331 -0.1 0.0 0.0
H -0.7094 -8.1312 -1.7069 0.0 0.0 0.0
H -0.6729 -9.7514 -7.3645 0.0 0.0 0.0
C -8.6369 4.4315 3.5050 -0.3 -0.3 0.0
C -8.4505 5.8712 3.9988 0.1 0.0 0.0
C -8.4559 6.9903 2.9498 0.0 0.0 0.0
F -7.4327 6.8378 2.0854 0.0 0.0 0.0
F -8.3071 8.1749 3.5802 0.0 0.0 0.0
F -7.3524 5.9686 4.7692 0.0 0.0 0.0
F -9.5439 6.1301 4.7812 0.0 0.0 0.0
O -7.4623 3.6625 3.3411 0.3 0.3 0.2
C -6.7785 3.6130 2.1646 -0.1 -0.2 -0.1
C -5.3205 4.0641 2.3372 -0.1 0.1 0.1
F -5.2625 5.3218 2.8142 -0.1 0.0 0.0
F -4.7240 4.0511 1.1187 0.0 0.0 0.0
F -7.3925 4.2959 1.1843 0.0 0.0 0.0
F -6.7191 2.3150 1.7756 0.0 0.0 -0.1
H -9.1767 3.9353 4.3098 0.0 0.0 0.0
H -9.2674 4.4071 2.6158 0.1 0.1 0.0
H -9.4002 6.9955 2.3995 0.0 0.0 0.0
H -4.7935 3.3908 3.0127 0.0 0.0 0.0
```
Forces are in eV/Å.

---

(3)
Formula: C19H23Cl2N3O3S
Source: the Open Molecules 2025 dataset
Level of theory: the ωB97M-V functional and the def2-TZVPD basis

Calculated values
* energy above the lowest of the compared OMol25 structures with the same formula, charge and spin: 0.2120 eV

```
51
Properties=species:S:1:pos:R:3:forces:R:3
C -2.2397 -1.9197 -2.2940 -0.1 0.2 0.0
H -1.2825 -2.1613 -1.8373 0.1 0.0 0.0
C -2.5320 -0.4252 -2.2058 0.2 -0.1 -0.1
H -3.5578 -0.2414 -2.5333 0.0 0.1 0.1
H -2.4510 -0.1189 -1.1617 -0.1 0.1 0.0
C -1.5647 0.4080 -3.0606 -0.2 -0.1 -0.2
N -1.3145 1.7175 -2.4506 0.3 0.1 -0.3
H -0.5937 2.2011 -2.9787 -0.1 0.0 0.0
C -2.4556 2.6082 -2.2588 0.0 0.2 0.0
H -2.7169 3.1578 -3.1739 -0.1 -0.1 0.1
C -2.1605 3.6241 -1.1437 -0.2 -0.1 0.0
C -2.0656 2.9779 0.2331 0.2 0.1 -0.4
O -2.6683 3.3806 1.2012 -0.2 0.1 0.3
N -1.2121 1.9131 0.2178 0.2 0.0 -0.2
C -0.9746 0.9739 1.2032 0.1 -0.4 0.4
C -0.2429 -0.1587 0.8478 -0.3 0.4 0.0
C 0.0093 -1.1571 1.7648 0.2 -0.4 0.0
C -0.4646 -1.0534 3.0624 0.0 0.0 0.0
C -1.1808 0.0830 3.4311 0.2 -0.3 -0.1
C -1.4324 1.0873 2.5192 -0.1 0.1 0.0
H -1.9995 1.9585 2.8050 0.0 0.0 0.0
H -1.5449 0.1643 4.4425 0.0 0.0 0.1
Cl -0.1949 -2.3055 4.2096 -0.2 0.0 0.5
S 0.9448 -2.5263 1.0821 0.6 0.1 -0.4
O 0.3738 -2.8428 -0.1943 0.0 0.2 -0.1
O 1.1679 -3.5791 2.0179 0.0 0.4 0.1
N 2.3890 -1.7588 0.6828 -0.9 -0.5 -0.3
C 3.4486 -1.5311 1.5495 0.4 0.2 0.7
C 4.7298 -1.3075 1.0468 -0.3 -0.1 0.0
C 5.7821 -1.0349 1.8988 0.0 0.0 0.2
C 5.5600 -0.9904 3.2658 -0.2 0.0 -0.1
C 4.2939 -1.2179 3.7805 0.1 0.0 -0.1
C 3.2414 -1.4822 2.9249 0.1 0.0 -0.1
H 2.2618 -1.6740 3.3253 -0.1 0.0 0.2
H 4.1300 -1.1882 4.8460 0.0 0.0 0.1
Cl 6.8745 -0.6500 4.3350 0.2 0.0 0.2
H 6.7713 -0.8623 1.5050 0.1 0.0 0.0
H 4.8995 -1.3479 -0.0191 0.0 0.0 -0.1
H 2.6298 -1.8748 -0.2886 -0.2 -0.1 -0.1
H 0.1197 -0.2905 -0.1591 0.0 0.1 -0.2
H -0.9111 1.6553 -0.7373 -0.1 0.1 0.2
H -1.2152 4.1312 -1.3514 0.0 0.1 0.0
H -2.9510 4.3736 -1.1090 0.1 0.0 0.1
H -3.3189 2.0077 -1.9696 0.0 0.0 -0.1
C -2.0486 0.5094 -4.5099 0.2 0.0 0.3
H -3.0125 1.0117 -4.5579 -0.1 0.0 0.0
H -2.1571 -0.4826 -4.9381 -0.1 -0.1 -0.1
H -1.3351 1.0668 -5.1153 0.0 0.0 -0.1
H -0.5897 -0.0967 -3.0553 -0.1 0.0 0.0
H -2.2294 -2.2542 -3.3285 0.0 -0.1 -0.1
H -3.0092 -2.4775 -1.7662 0.0 -0.1 0.0
```
Forces are in eV/Å.

---

Record order is preserved below.
Orbital gap: 7.57; 11.35; 8.87 eV
Record order is preserved below.
Molar mass: 1107.35; 1131.29; 444.38 g/mol